Run a
Molecular formula: C6H11NO
Method: DFT, wB97M-V/def2-TZVPD

Calculated values
HOMO-LUMO gap in eV: 8.689
Spin multiplicity: 1
Lowest unoccupied orbital energy in eV: 1.03
SMILES: C=C[C@@H](O)/C(N)=C\C

Positions of all 19 atoms, in Å:
C 0.43484 -0.18729 -1.41097
C -0.99071 -0.46223 -1.74668
C 1.01365 -0.25197 -0.16040
N 2.41701 -0.16071 -0.04718
C 0.37121 -0.66153 1.12030
C -0.17434 0.95715 1.05459
C -1.44438 1.18256 1.36888
O -0.65213 -1.57216 1.16550
H -1.19359 -1.50214 0.36890
H 1.02749 0.27277 -2.19216
H 2.86929 0.09541 -0.91194
H 2.75323 0.36896 0.74297
H 1.07474 -0.82047 1.93829
H 0.55044 1.76103 1.12673
H -1.23401 -0.03030 -2.71847
H -1.19942 -1.53477 -1.80994
H -1.67872 -0.01056 -1.01995
H -2.15067 0.38033 1.52986
H -1.79392 2.17592 1.60166

---

Run b
Molecular formula: C6H11NO
Method: DFT, wB97M-V/def2-TZVPD

Calculated values
HOMO-LUMO gap in eV: 9.166
Spin multiplicity: 1
Lowest unoccupied orbital energy in eV: 0.87

Positions of all 19 atoms, in Å:
C 0.88180 -0.00760 -0.16290
C -0.51717 0.31080 -0.21536
C -1.21847 0.84013 1.00942
C -0.29142 1.78225 -1.39194
C 0.60241 -1.53865 0.94691
C 0.71208 -2.76560 0.44114
O 1.52819 -0.43080 -1.29223
N -0.33893 3.01309 -1.08767
H 1.00542 -1.11754 -1.73344
H 1.51747 0.66697 0.40591
H -1.12146 -0.35239 -0.83232
H -0.45138 3.17813 -0.08265
H -0.19242 1.51036 -2.45751
H 0.49249 -1.42729 2.02639
H -1.68073 0.02711 1.57310
H -0.52566 1.36212 1.67398
H -2.00912 1.54002 0.72574
H 0.87487 -2.93796 -0.62107
H 0.73205 -3.65315 1.07450

---

Run c
Molecular formula: C6H11NO
Method: DFT, wB97M-V/def2-TZVPD

Calculated values
HOMO-LUMO gap in eV: 3.699
Spin multiplicity: 1
Lowest unoccupied orbital energy in eV: -3.76

Positions of all 19 atoms, in Å:
C 0.54612 0.95385 3.66355
N 0.49875 0.85742 2.33893
C -0.54508 -0.44221 -1.10574
C -0.73000 -0.70831 0.23784
C 0.29773 -1.69285 0.23978
C 0.73034 -2.86583 -0.39929
C 0.01776 1.00254 -1.43451
O 0.16632 1.44660 -2.63977
H 1.15536 0.31754 4.33442
H -0.01529 1.70978 4.21090
H -2.50387 2.99499 -3.69897
H -1.86309 3.14671 -3.21759
H -0.59296 1.57961 -0.69449
H -0.57124 -0.04092 1.02173
H -0.55442 -1.12953 -1.97448
H 1.12740 -1.24912 0.83137
H 0.10383 -3.76209 -0.37382
H 1.82634 -2.92385 -0.47293
H 0.90600 0.80568 -0.86693

---

run a (0.0409 hartree below the next structure)

---

Run a
Molecular formula: C3H5NO
Method: DFT, wB97M-V/def2-TZVPD

Calculated values
HOMO-LUMO gap (alpha / beta) in eV: 8.731 / 8.728
Spin multiplicity: 1
Lowest unoccupied orbital energy (alpha / beta) in eV: 0.02 / 0.02

Positions of all 10 atoms, in Å:
C -1.77048 0.13220 0.15732
C -0.45985 1.13056 0.03166
C 1.08177 -0.78793 -0.00531
N 0.29894 0.30104 -0.60849
O -1.88496 -0.99376 -0.08105
H -0.94430 1.87748 -0.61802
H -0.35185 1.58440 0.94925
H 0.69765 -1.80345 -0.17879
H 1.95399 -0.80693 -0.62713
H 1.37910 -0.63361 0.98056

---

Run b
Molecular formula: C3H5NO
Method: DFT, wB97M-V/def2-TZVPD

Calculated values
HOMO-LUMO gap in eV: 11.065
Spin multiplicity: 1
Lowest unoccupied orbital energy in eV: 1.04

Positions of all 10 atoms, in Å:
C 0.04403 -0.08848 0.20290
C -0.71971 -0.40268 -1.47783
C 0.69258 0.42955 1.43340
N 0.60349 -0.43754 -0.90038
O -1.25591 0.04370 -0.24088
H -0.67571 0.28446 -2.44722
H -0.96286 -1.33046 -1.76970
H 0.13248 1.41980 1.78109
H 1.64950 0.43902 1.16023
H 0.49211 -0.35738 2.25839

---

run b (0.0461 hartree below the next structure)

---

Run a
Molecular formula: C3H5NO
Method: DFT, wB97M-V/def2-TZVPD

Calculated values
HOMO-LUMO gap (alpha / beta) in eV: 8.460 / 8.270
Spin multiplicity: 1
Lowest unoccupied orbital energy (alpha / beta) in eV: -0.39 / -0.33

Positions of all 10 atoms, in Å:
C 0.90905 -1.03907 -0.69061
O -0.18629 -0.61415 -1.14275
C -0.99220 0.64495 -0.07722
C -0.03408 0.61490 1.02415
N -0.44283 1.39401 1.85072
H 1.85727 -0.58292 -1.00650
H 0.95894 -2.01186 -0.18338
H 0.88506 -0.12265 0.85958
H -1.96753 0.19619 0.08601
H -0.98739 1.52059 -0.71999

---

Run b
Molecular formula: C3H5NO
Method: DFT, wB97M-V/def2-TZVPD

Calculated values
HOMO-LUMO gap in eV: 8.870
Spin multiplicity: 1
Lowest unoccupied orbital energy in eV: 0.33
SMILES: N/C=C\C=O

Positions of all 10 atoms, in Å:
C 0.01844 -0.70142 0.65760
C -0.62520 -0.58664 -0.52451
C -0.30403 0.52846 -1.42604
H 1.37443 0.79574 0.74035
H 1.19624 0.02435 2.39046
H -0.75362 -0.90946 1.49586
H -1.53949 -1.07761 -0.71401
H -1.12842 0.87895 -2.30711
N 0.91107 -0.03170 1.16332
O 0.85057 1.07933 -1.47592

---

run b (0.0705 hartree below the next structure)

---

Run a
Molecular formula: C3H5NO
Method: DFT, wB97M-V/def2-TZVPD

Calculated values
HOMO-LUMO gap in eV: 9.069
Spin multiplicity: 1
Lowest unoccupied orbital energy in eV: 0.96

Positions of all 10 atoms, in Å:
C -0.51958 -0.35713 -0.27279
C 0.94380 0.91794 0.15200
C 0.78727 -0.38745 0.46337
O -1.66533 -0.69516 0.50396
N -0.25375 1.04077 -0.36747
H -1.49180 -1.60105 0.80121
H -0.42102 1.47690 -1.26702
H -0.53729 -0.84979 -1.25215
H 1.77532 1.60904 0.30571
H 1.38239 -1.15406 0.93320

---

Run b
Molecular formula: C3H5NO
Method: DFT, wB97M-V/def2-TZVPD

Calculated values
HOMO-LUMO gap in eV: 10.399
Spin multiplicity: 1
Lowest unoccupied orbital energy in eV: 0.72
SMILES: N=C=O.C=C

Positions of all 10 atoms, in Å:
C 0.65671 0.35460 0.77622
C 0.67639 1.14336 -0.33490
C -3.00875 -0.10339 -0.12604
N -3.66955 -0.31229 -1.14346
O -2.18747 0.20571 0.59362
H -0.24021 -0.28856 0.93586
H 1.52005 0.25268 1.31608
H -0.23484 1.34506 -0.92671
H 1.53728 1.75800 -0.58897
H -4.41341 -0.78901 -1.55327

---

Run c
Molecular formula: C3H5NO
Method: DFT, wB97M-V/def2-TZVPD

Calculated values
HOMO-LUMO gap in eV: 10.737
Spin multiplicity: 1
Lowest unoccupied orbital energy in eV: 0.31
SMILES: C=CC#N.O

Positions of all 10 atoms, in Å:
O 1.47816 -0.96935 -1.20030
C 0.53017 0.60467 0.66325
C -0.67611 0.81585 0.13185
C -1.79219 -0.02689 0.46030
N -2.68103 -0.71706 0.73586
H 1.30772 -1.73994 -0.64517
H 0.70726 -0.20466 1.36623
H 1.38313 1.21918 0.39905
H 0.59718 -0.59511 -1.32703
H -0.85428 1.61330 -0.58406

---

Run d
Molecular formula: C3H5NO
Method: DFT, wB97M-V/def2-TZVPD

Calculated values
HOMO-LUMO gap in eV: 10.720
Spin multiplicity: 1
Lowest unoccupied orbital energy in eV: 0.95
SMILES: O=C1CCN1

Positions of all 10 atoms, in Å:
C 0.80324 0.64305 0.49509
C 0.63003 -0.72410 -0.19008
C -0.83970 -0.33603 -0.39551
H 1.23113 -0.77393 -1.14601
H 0.80899 -1.57006 0.50073
H -1.53297 -0.93400 0.19806
H -1.16054 -0.25949 -1.43748
H -1.11789 1.71314 0.69135
N -0.48245 1.00592 0.15145
O 1.66017 1.23549 1.13240

---

run d (0.0266 hartree below the next structure)

---

Run a
Molecular formula: C3H5NO
Method: DFT, wB97M-V/def2-TZVPD

Calculated values
HOMO-LUMO gap in eV: 11.637
Spin multiplicity: 1
Lowest unoccupied orbital energy in eV: 0.55
SMILES: N#CCCO

Positions of all 10 atoms, in Å:
C 0.82101 0.03192 -0.37731
C -0.46425 0.59255 0.18141
C -1.70875 -0.21841 -0.06507
H 1.39431 -1.28360 0.90240
H 0.83913 0.02247 -1.45726
H 1.67688 0.69983 -0.06063
H -0.52821 1.61680 -0.28831
H -0.44083 0.77245 1.29098
N -2.65134 -0.92808 -0.15041
O 1.06205 -1.30592 0.02419

---

Run b
Molecular formula: C3H5NO
Method: DFT, wB97M-V/def2-TZVPD

Calculated values
HOMO-LUMO gap in eV: 10.660
Spin multiplicity: 1
Lowest unoccupied orbital energy in eV: 0.96
SMILES: O=CN1CC1

Positions of all 10 atoms, in Å:
C 2.01330 -0.51446 -0.11480
C -0.09397 1.05640 0.03564
C -0.53501 -0.37995 0.41578
N 0.67453 -0.20393 -0.23757
O 2.87391 0.29394 0.13837
H 2.24044 -1.49246 -0.08240
H -0.64946 1.64852 -0.73096
H 0.21398 1.66429 0.84173
H -0.58137 -0.58062 1.47593
H -1.37490 -0.66741 -0.14300

---

run a (0.0452 hartree below the next structure)

---

Run a
Molecular formula: C3H5NO
Method: DFT, wB97M-V/def2-TZVPD

Calculated values
HOMO-LUMO gap in eV: 10.032
Spin multiplicity: 1
Lowest unoccupied orbital energy in eV: 1.01
SMILES: C=C=O.C=N

Positions of all 10 atoms, in Å:
C 1.31530 -1.71244 -0.00727
C 0.56144 -1.68783 1.01203
C -1.36929 1.79330 -0.39621
N -0.38298 1.06642 -0.17101
O -0.22786 -1.75686 1.85157
H 0.91899 -1.19124 -0.86269
H -2.26538 1.33791 -0.05249
H 2.31366 -2.11427 0.04505
H -1.36356 2.85380 -0.90993
H 0.49968 1.41120 -0.50906

---

Run b
Molecular formula: C3H5NO
Method: DFT, wB97M-V/def2-TZVPD

Calculated values
HOMO-LUMO gap in eV: 10.862
Spin multiplicity: 1
Lowest unoccupied orbital energy in eV: 0.82
SMILES: O=C[C@@H]1CN1

Positions of all 10 atoms, in Å:
C 0.99132 -0.10087 0.35088
C -0.22462 -0.11085 -0.42891
C -1.30535 0.74300 0.09590
H 1.01942 0.00738 1.44985
H 0.03093 0.02360 -1.53411
H -1.03343 1.17455 1.14588
H -1.85400 1.32811 -0.63105
H -1.33976 -1.22396 0.87941
N -1.47945 -0.70819 -0.03268
O 2.09561 0.05749 -0.14856

---

Run c
Molecular formula: C3H5NO
Method: DFT, wB97M-V/def2-TZVPD

Calculated values
HOMO-LUMO gap in eV: 9.579
Spin multiplicity: 1
Lowest unoccupied orbital energy in eV: 1.09

Positions of all 10 atoms, in Å:
O 0.39556 2.69415 0.02928
C -0.57937 2.38562 0.52257
C -0.42336 -0.68320 -0.18338
C 0.49237 -0.87083 -1.13536
N -0.17825 -0.58559 1.18685
H -0.77190 0.07462 1.67080
H -1.48173 -0.64238 -0.43637
H 0.19529 -1.02400 -2.16642
H 1.55526 -0.90882 -0.90673
H 0.79612 -0.43958 1.41876

---

Run d
Molecular formula: C3H5NO
Method: DFT, wB97M-V/def2-TZVPD

Calculated values
HOMO-LUMO gap in eV: 10.862
Spin multiplicity: 1
Lowest unoccupied orbital energy in eV: 1.13
SMILES: CO[C@H]1C=N1

Positions of all 10 atoms, in Å:
C 1.45897 0.04650 1.48304
C 0.25454 0.33160 0.74557
C -0.96913 -0.34052 -1.32959
N 1.51318 1.02321 0.73053
O -0.01834 -0.70562 -0.31675
H 2.03459 -0.54635 2.12586
H -0.50627 0.83258 1.33496
H -2.00267 -0.61463 -0.96915
H -0.77428 -0.76321 -2.34229
H -0.99060 0.73644 -1.46219

---

run c (0.0404 hartree below the next structure)